The following is a quantum chemistry calculation of 6 unconnected molecules or ions with the total composition C34H80N6, from OMol25.

The frontier orbital gap comes out at 8.90 eV. Its largest force on an atom is 3.47 eV Å⁻¹. As for the energy relative to the best compared isomer or geometry (same formula, charge and spin): 328.8 kJ/mol. The net charge is 0. Its SMILES is c1cc[nH]c1.CCN(CC)CC.CCN(CC)CC.CCN(CC)CC.CCN(CC)CC.CCN(CC)CC.

Last column: Löwdin charge in e.
Positions of all 120 atoms, in Å:
N 17.52 -1.53 -11.26  -0.144
N 13.54 0.12 -8.85  0.014
N 9.60 4.28 -8.23  -0.187
N 14.18 -0.40 -6.17  -0.211
N 16.32 4.39 -10.18  -0.184
N 7.16 -3.20 -14.03  -0.208
C 19.95 -1.22 -11.08  -0.100
C 6.67 -2.57 -15.22  -0.308
C 16.50 3.10 -9.61  -0.278
C 16.64 6.70 -9.66  -0.105
C 8.68 -3.47 -14.09  -0.182
C 11.69 -0.99 -6.03  -0.058
C 9.71 2.51 -6.75  -0.102
C 13.60 1.98 -5.49  -0.069
C 6.53 -5.04 -12.35  -0.073
C 12.57 -0.73 -10.59  -0.147
C 11.32 4.40 -9.93  -0.111
C 16.32 -0.28 -13.07  -0.078
C 17.20 -0.19 -11.83  -0.248
C 16.51 0.08 -7.08  -0.073
C 13.21 -1.49 -5.86  -0.183
C 14.97 4.49 -10.74  -0.268
C 14.99 4.08 -12.24  -0.063
C 13.56 1.10 -9.81  -0.113
C 6.52 -4.45 -13.78  -0.301
C 18.68 -1.40 -10.31  -0.262
C 10.07 3.73 -9.50  -0.280
C 8.97 5.60 -8.45  -0.255
C 5.33 -2.04 -14.95  -0.101
C 8.69 6.29 -7.14  -0.088
C 12.88 -1.02 -9.29  -0.124
C 9.36 -2.13 -13.63  -0.076
C 16.36 -2.07 -10.54  -0.266
C 15.45 -0.89 -6.62  -0.305
C 16.32 5.39 -9.05  -0.247
C 8.77 3.25 -7.67  -0.269
C 16.14 -3.50 -10.94  -0.092
C 14.26 0.59 -5.11  -0.214
C 18.03 2.71 -9.51  -0.053
C 12.92 0.59 -10.99  -0.064
H 15.86 4.60 -12.63  0.074
H 15.90 0.60 -7.82  0.060
H 15.28 0.76 -4.78  0.107
H 9.03 -3.70 -15.10  0.104
H 5.47 -4.52 -14.07  0.107
H 19.99 -2.02 -11.82  0.080
H 10.28 2.67 -9.35  0.113
H 10.88 -1.66 -5.71  0.068
H 15.33 -0.64 -12.78  0.060
H 19.91 -0.36 -11.75  0.057
H 9.13 1.91 -6.04  0.070
H 13.84 2.08 -9.44  0.077
H 15.99 2.95 -8.66  0.099
H 14.24 2.58 -6.13  0.056
H 10.37 -2.08 -14.03  0.055
H 7.04 -5.12 -14.46  0.109
H 12.03 -1.44 -11.20  0.082
H 8.86 -1.30 -14.13  0.061
H 16.01 2.47 -10.34  0.080
H 11.74 3.98 -10.85  0.070
H 13.44 2.62 -4.63  0.066
H 5.47 -1.03 -14.55  0.078
H 9.41 3.90 -10.34  0.121
H 16.20 0.65 -13.62  0.061
H 13.75 0.32 -7.88  0.080
H 16.09 -3.63 -12.02  0.073
H 18.68 3.15 -8.75  0.060
H 18.13 0.30 -12.12  0.097
H 16.88 0.70 -6.26  0.074
H 8.87 -4.39 -13.53  0.093
H 7.99 5.75 -6.49  0.064
H 15.26 3.04 -12.45  0.051
H 12.58 1.92 -5.87  0.041
H 14.26 3.93 -10.14  0.073
H 8.08 5.48 -9.07  0.110
H 10.43 1.86 -7.23  0.056
H 15.29 -3.91 -10.40  0.066
H 11.19 5.45 -10.20  0.067
H 13.39 -1.89 -4.86  0.107
H 10.24 3.19 -6.07  0.079
H 12.61 1.02 -11.94  0.086
H 15.45 -1.47 -10.62  0.094
H 6.01 -6.00 -12.37  0.071
H 16.78 -0.84 -13.89  0.072
H 20.81 -1.20 -10.41  0.077
H 18.79 -2.34 -9.77  0.114
H 15.93 7.04 -10.41  0.068
H 16.49 -2.11 -9.46  0.091
H 16.72 0.43 -11.08  0.092
H 13.36 -2.33 -6.54  0.095
H 6.08 -4.45 -11.54  0.069
H 6.54 -3.43 -15.88  0.105
H 9.56 -1.96 -12.57  0.058
H 17.24 5.07 -8.56  0.108
H 16.87 -4.26 -10.64  0.066
H 9.51 6.26 -9.13  0.104
H 8.05 3.54 -6.91  0.109
H 4.83 -2.08 -15.91  0.079
H 11.47 -0.68 -7.05  0.044
H 11.52 -0.09 -5.44  0.047
H 15.38 -1.56 -7.47  0.096
H 17.39 -0.39 -7.51  0.070
H 4.62 -2.49 -14.26  0.078
H 18.52 3.06 -10.42  0.071
H 17.60 6.69 -10.18  0.082
H 14.04 4.28 -12.74  0.068
H 9.64 6.26 -6.61  0.073
H 15.44 5.34 -8.41  0.123
H 8.50 7.36 -7.23  0.071
H 7.57 -5.09 -12.02  0.055
H 15.96 -1.57 -5.93  0.117
H 12.77 -1.81 -8.56  0.095
H 12.10 4.41 -9.17  0.073
H 8.28 2.70 -8.48  0.121
H 14.64 5.53 -10.81  0.102
H 18.22 1.64 -9.42  0.034
H 13.67 0.43 -4.21  0.108
H 7.41 -1.99 -15.77  0.125
H 16.75 7.41 -8.84  0.075
H 18.52 -0.62 -9.57  0.083